(1)
17
Properties=species:S:1:pos:R:3:forces:R:3:lowdin_charge:R:1 method="wB97M-V/def2-TZVPD" de_lowest_ev=0.000 total_energy_ha=-758.14072 charge=+1 largest_force_ha_per_bohr=0.0825 homo_energy_ev="-14.1728 / -14.1727" lumo_energy_ha="-0.216 / -0.216" spin_multiplicity=1
C 0.81211 -0.57213 -0.90082 0.286 -2.322 -1.023 -0.470
C -0.49658 -1.03707 -0.28904 -3.227 -2.047 0.703 -0.210
C 0.79820 0.51174 -1.89050 0.696 -2.549 -1.720 0.011
C 0.41515 1.85665 1.82622 1.658 -0.400 -0.020 -0.104
N -1.81934 -3.12345 -0.45811 -0.108 -1.309 -0.321 0.242
N -1.13912 -2.16027 -0.32887 3.149 2.828 0.311 0.003
O 1.77538 -1.15469 -0.50460 0.358 0.147 0.340 0.167
O -0.35462 1.71624 0.65800 -2.090 -0.369 -0.804 -0.464
P -1.40747 0.54770 0.40516 -0.909 -0.692 1.923 1.030
H 1.77418 0.87111 -1.72212 0.717 2.185 0.203 0.103
H 0.93909 0.11521 -2.94637 -0.401 -0.226 1.187 0.150
H -0.14022 0.97169 -1.90220 -0.746 1.868 0.085 0.054
H 0.18914 1.09472 2.54374 -0.067 -0.673 0.348 0.066
H 0.34777 2.79803 2.35375 -0.310 0.503 -0.593 0.104
H 1.36970 1.69773 1.34842 1.054 0.209 1.156 0.099
H -1.54344 -4.07607 -0.00502 -0.114 2.114 -0.133 0.188
H -1.51992 -0.05714 1.81235 0.053 0.732 -1.643 0.033

---

(2)
31
Properties=species:S:1:pos:R:3:forces:R:3:lowdin_charge:R:1 method="wB97M-V/def2-TZVPD" de_lowest_ev=5.497 total_energy_ha=-597.40371 charge=+1 largest_force_ha_per_bohr=0.0837 homo_energy_ev=-13.0064 lumo_energy_ha=-0.166 spin_multiplicity=1
C -1.77532 2.00869 0.20859 0.737 0.012 0.614 0.105
C -0.63532 1.67132 0.48276 -2.581 3.436 -0.219 0.034
C 4.19518 0.28272 -0.10711 -1.732 1.745 -1.092 -0.018
C 3.34271 1.07526 -0.95359 0.582 -1.707 1.645 -0.016
C 3.57338 -0.49287 0.82031 0.664 -1.858 -0.015 -0.077
C 1.98540 1.03597 -0.69275 -1.402 2.499 -1.526 -0.032
C 2.21756 -0.63512 0.95856 -0.261 0.791 0.049 -0.006
C 1.39837 0.23827 0.27910 -0.363 0.222 -0.414 -0.200
C -2.98696 1.39346 -0.38623 0.291 0.739 0.549 -0.109
C -2.30965 -0.46517 1.18280 -0.546 -0.277 0.509 -0.058
C -0.76406 -0.45446 1.51854 -1.845 2.225 -1.501 -0.089
C -2.52335 -0.03322 -0.34068 0.281 -3.383 0.277 -0.257
C -0.02722 0.45528 0.56617 0.767 -2.632 -0.306 -0.176
C -0.72647 -1.53919 -1.41402 -3.295 -1.050 1.529 -0.007
N -1.16590 -0.22163 -0.99963 -0.075 0.041 2.087 -0.045
H 5.26517 0.30712 -0.09451 0.367 0.108 -0.546 0.114
H 3.76357 1.59796 -1.76433 0.242 0.874 -0.707 0.097
H 4.18043 -1.23513 1.28955 0.397 -0.107 0.814 0.114
H 1.23495 1.77089 -1.22147 1.807 -1.425 0.716 0.158
H 1.85959 -1.32887 1.66160 -0.528 -0.781 0.802 0.111
H -3.94410 1.44187 0.11494 0.046 0.356 0.638 0.133
H -3.15387 1.86055 -1.31595 -0.236 0.066 -1.570 0.112
H -2.65919 -1.53955 1.32660 0.252 1.476 -0.071 0.135
H -2.95365 0.23304 1.86606 1.347 -1.402 -1.193 0.157
H -0.56437 -0.10784 2.49038 0.129 0.313 1.473 0.136
H -0.34482 -1.36872 1.36656 0.937 -2.868 0.110 0.065
H -3.27319 -0.78986 -0.79685 1.111 1.470 0.427 0.184
H -0.51542 -2.03041 -0.44725 0.130 -0.437 -0.810 0.097
H -1.68009 -1.98991 -1.83361 1.575 -0.249 0.032 0.122
H 0.11028 -1.58891 -2.06278 0.605 0.373 -0.596 0.093
H -1.12362 0.44846 -1.70175 0.598 1.433 -1.707 0.122

---

(3)
148
Properties=species:S:1:pos:R:3:forces:R:3:lowdin_charge:R:1 method="wB97M-V/def2-TZVPD" de_lowest_ev=2.898 total_energy_ha=-7753.53364 largest_force_ha_per_bohr=0.0823 homo_energy_ev=-10.2856 lumo_energy_ha=-0.009 spin_multiplicity=1
C -6.17453 2.77581 3.55916 0.542 0.665 -0.884 -0.064
C -5.74145 4.07276 2.87232 0.344 -0.202 -1.438 -0.142
O -4.39644 3.79868 2.18774 -2.279 0.815 -0.129 -0.009
C -4.41774 3.88915 0.81995 1.269 -2.666 3.030 -0.567
O -5.33931 4.20514 0.15015 -0.048 0.658 -1.142 0.158
O -3.24395 3.24481 0.49722 -0.745 1.732 -1.128 -0.047
C -2.83151 3.49659 -0.85007 0.744 -1.436 -1.406 -0.057
H -5.28114 2.38349 3.99830 0.444 -0.433 0.578 0.066
H -6.45748 2.09386 2.76971 -0.396 -0.394 -0.010 0.066
H -6.94874 2.87507 4.31888 -0.037 0.208 -0.223 0.083
H -5.49219 4.84758 3.56803 -0.045 0.458 0.370 0.103
H -6.48644 4.44455 2.10363 1.072 -0.420 0.917 0.133
H -3.46728 2.97912 -1.58003 -0.377 0.365 0.255 0.082
H -1.86585 2.99294 -1.01663 -0.204 0.351 0.562 0.078
H -2.69095 4.52770 -1.15572 -0.278 0.252 0.535 0.108
C -0.55916 0.54175 -3.81226 -0.915 -0.388 0.669 -0.045
C 0.83478 0.82008 -3.40184 0.838 -1.168 -0.864 -0.202
O 1.64963 1.20143 -4.50769 0.445 0.590 -0.871 0.010
C 2.00461 0.38310 -5.52508 0.021 0.086 1.988 -0.572
O 1.79402 -0.80795 -5.56148 0.044 0.711 -0.563 0.125
O 2.72866 1.15757 -6.33167 -0.119 -0.791 -0.526 0.005
C 3.25383 0.50857 -7.51124 -0.961 0.572 -0.040 -0.014
H -0.68545 -0.43859 -4.22459 0.103 -0.519 -0.240 0.055
H -0.91522 1.24206 -4.54793 -0.131 0.555 -0.096 0.097
H -1.19871 0.58381 -2.91938 -0.025 0.070 -0.294 0.069
H 1.33884 0.01942 -2.86805 -0.180 -0.488 0.018 0.130
H 0.89052 1.65179 -2.76268 0.007 1.265 0.778 0.086
H 3.39053 -0.53434 -7.34577 0.374 -0.762 0.374 0.075
H 4.18158 1.02258 -7.72057 0.003 0.009 -0.312 0.096
H 2.49367 0.57930 -8.30459 0.497 0.323 0.062 0.105
C -5.62655 -3.02447 4.78530 -0.754 -0.933 -0.215 -0.070
C -5.84323 -1.99322 3.68117 2.777 -0.333 2.172 -0.171
O -4.54552 -1.55540 3.16443 -0.673 0.843 -0.135 0.031
C -4.05363 -2.03910 2.03181 1.474 0.589 1.030 -0.618
O -3.27649 -1.38653 1.36190 -0.526 -0.348 0.189 0.086
O -4.33510 -3.30930 1.86306 0.455 -0.734 -1.325 0.016
C -3.66698 -3.86702 0.66417 -0.629 0.568 0.004 0.030
H -5.23026 -4.00978 4.43744 -0.591 0.785 -0.102 0.090
H -6.64257 -3.15661 5.23014 0.867 -0.209 0.009 0.093
H -4.91693 -2.71185 5.52847 0.091 0.537 0.473 0.070
H -6.22789 -1.09231 4.17498 -0.517 -0.267 -0.887 0.131
H -6.32058 -2.51413 2.91702 -1.591 -0.002 -1.419 0.098
H -3.73302 -3.12052 -0.14904 -0.193 -0.664 0.280 0.090
H -4.18899 -4.79761 0.51266 -0.185 -0.113 -0.395 0.096
H -2.61429 -4.07382 0.80897 0.157 0.153 0.547 0.080
C -0.06983 -3.31173 2.59072 -0.517 0.483 0.481 -0.050
C 0.90214 -4.25855 1.98872 1.303 -0.066 0.265 -0.220
O 0.20392 -5.41272 1.53273 -1.459 -0.629 -0.216 0.043
C 0.95003 -6.31711 0.91615 -1.927 0.255 -1.117 -0.634
O 2.09069 -6.14941 0.69395 3.211 -0.096 -0.311 0.144
O 0.22001 -7.33331 0.42083 0.155 0.293 0.151 0.002
C 0.98702 -8.34184 -0.29533 -1.535 -1.042 1.883 -0.016
H -0.69703 -3.76949 3.34477 -0.091 -0.370 0.204 0.086
H -0.73274 -2.88589 1.85043 -0.134 0.194 -0.371 0.062
H 0.44364 -2.48917 3.08593 0.166 0.019 -0.163 0.066
H 1.61906 -4.64654 2.72340 0.053 0.447 -0.050 0.139
H 1.47192 -3.77026 1.17480 -0.377 -0.444 0.265 0.107
H 1.15906 -8.15650 -1.32277 0.167 0.806 -0.909 0.079
H 0.31863 -9.21812 -0.20887 0.450 0.302 -0.204 0.102
H 1.89082 -8.55532 0.24669 0.462 0.041 -0.008 0.089
C 7.48571 0.66729 -1.53948 0.186 0.549 0.987 -0.149
C 5.99071 0.62404 -1.42380 -0.176 2.020 0.519 -0.132
O 5.63910 1.71630 -2.36957 0.380 0.755 0.687 -0.232
S 6.65756 2.98070 -2.11868 0.219 -0.900 0.874 0.624
O 6.15905 3.96941 -1.19931 0.130 -1.204 -0.802 -0.227
O 7.12157 3.38103 -3.40096 -0.122 -0.026 0.103 -0.224
O 7.77795 2.09654 -1.33055 -0.790 0.030 -0.798 -0.204
H 7.71202 0.38374 -2.55078 0.736 -0.205 -0.346 0.129
H 8.05421 0.14340 -0.75513 -0.317 0.061 -0.583 0.142
H 5.66957 0.99363 -0.41471 -0.036 -0.921 -0.780 0.150
H 5.52396 -0.26278 -1.81123 -0.234 -0.261 0.201 0.115
C 3.03891 1.13348 4.68013 -0.298 0.486 1.602 -0.069
C 1.81383 0.22931 4.85495 -0.398 -0.463 0.108 -0.171
O 1.60815 0.15381 6.31348 -0.334 1.458 0.014 -0.201
S 1.71190 1.69376 6.86301 -0.058 0.244 -1.055 0.644
O 2.11323 1.78945 8.23276 -0.094 -0.716 -1.227 -0.216
O 0.56654 2.46965 6.44300 0.658 -1.007 0.349 -0.261
O 2.91226 2.05248 5.87423 0.479 -0.239 -0.440 -0.226
H 3.12980 1.80053 3.80617 -0.396 -0.587 0.346 0.140
H 3.93748 0.52170 4.82829 -0.068 0.502 0.002 0.133
H 1.98756 -0.80578 4.58311 0.234 0.070 -0.161 0.114
H 0.91433 0.55917 4.31385 0.235 0.210 0.514 0.117
C -0.20238 4.30519 4.22209 -0.148 -0.558 -1.700 -0.131
C -0.98072 5.57778 4.03700 -2.016 -0.484 -0.713 -0.138
O -1.30092 5.66198 2.61336 0.562 0.320 -0.296 -0.202
S -0.05063 5.12206 1.78484 0.752 -0.292 0.607 0.670
O 1.01314 6.08580 1.86229 -0.763 -1.020 0.110 -0.214
O -0.45194 4.63134 0.48862 0.191 0.101 1.814 -0.229
O 0.22426 3.86319 2.85833 -0.482 1.553 -0.185 -0.221
H -0.81251 3.53409 4.68249 0.271 -0.261 -0.307 0.120
H 0.64072 4.52890 4.80913 1.248 -0.259 0.620 0.105
H -0.45081 6.42670 4.44021 -0.113 0.509 -0.341 0.131
H -1.99564 5.42950 4.43057 0.506 0.571 0.421 0.138
C -4.76437 0.33674 -0.52944 0.378 -0.443 0.681 -0.144
C -6.10683 -0.22463 -0.97549 0.802 0.922 -0.805 -0.064
O -5.88262 -0.21243 -2.48946 -0.261 0.006 1.873 -0.189
S -4.31026 -0.27635 -2.80319 0.333 -3.148 -1.636 0.571
O -3.81057 0.88684 -3.42716 -0.389 1.097 0.266 -0.211
O -4.05262 -1.51851 -3.50196 -0.280 0.919 0.854 -0.252
O -3.78745 -0.43826 -1.32651 -0.939 1.216 0.050 -0.210
H -4.45914 0.07571 0.48150 -0.321 0.386 0.060 0.110
H -4.71367 1.43004 -0.72311 0.205 -0.777 -0.034 0.121
H -6.89766 0.47860 -0.69852 0.003 -0.091 -0.608 0.133
H -6.36395 -1.20522 -0.54494 0.376 0.052 -0.838 0.134
C 4.17254 -3.93721 -1.86610 0.918 -0.487 0.111 -0.105
C 3.91254 -3.16477 -0.57613 -0.037 2.000 -0.699 -0.156
O 5.11402 -2.32563 -0.39861 0.899 -1.693 -0.214 -0.223
S 6.36387 -3.34577 -0.80500 -0.697 -1.035 1.763 0.661
O 6.48437 -4.39245 0.21931 -0.363 2.120 -2.073 -0.244
O 7.50711 -2.58685 -1.19403 -0.660 -0.086 0.159 -0.231
O 5.64461 -3.91681 -2.10703 -0.672 0.084 0.776 -0.200
H 3.73707 -3.52623 -2.76451 -0.098 0.322 -0.017 0.128
H 3.84225 -4.95045 -1.72836 0.059 -0.553 -0.143 0.123
H 3.71158 -3.75874 0.30535 0.204 -0.252 0.034 0.116
H 3.09591 -2.44610 -0.76331 0.346 -0.386 0.383 0.116
C 3.41929 4.20122 -3.40749 -0.869 -0.814 -1.849 -0.147
C 2.70266 4.05133 -2.07035 1.191 1.932 0.445 -0.080
O 2.39497 5.47888 -1.72332 -0.431 -0.936 0.716 -0.222
S 2.72105 6.60410 -2.80169 1.761 -0.727 0.036 0.656
O 3.89266 7.32850 -2.32788 -1.918 -0.946 -0.962 -0.250
O 1.55338 7.31887 -3.23883 1.018 -0.802 0.492 -0.240
O 3.12146 5.50951 -3.95651 -0.023 0.886 0.896 -0.207
H 2.85746 3.54459 -4.11230 0.981 0.105 0.301 0.129
H 4.50784 3.98765 -3.45105 -0.822 0.399 0.289 0.107
H 3.35891 3.57586 -1.30829 -0.457 0.790 -0.275 0.129
H 1.78095 3.49845 -2.12036 -0.441 0.159 -0.124 0.097
C -0.84930 0.47342 0.14934 1.106 -0.270 0.923 -0.158
C -0.81813 1.26592 1.43543 0.536 -0.422 0.560 -0.088
O 0.63392 1.41802 1.77704 -0.012 -1.233 -0.344 -0.228
S 1.57131 0.26237 1.09642 -3.133 0.335 -0.754 0.651
O 1.99439 -0.72877 2.04771 -0.359 0.732 -0.579 -0.244
O 2.52938 0.86799 0.23844 0.188 0.038 0.283 -0.227
O 0.34161 -0.33514 0.16513 1.779 -0.183 0.801 -0.219
H -0.81612 1.14881 -0.67509 -0.068 0.153 -0.918 0.099
H -1.63658 -0.25142 0.15250 -0.673 -0.025 -0.377 0.084
H -1.39970 0.71565 2.20695 0.824 0.496 -0.051 0.145
H -1.19687 2.26693 1.28163 0.016 0.139 0.273 0.089
C -1.41856 -3.34998 -4.30808 1.011 -2.173 2.228 -0.067
C -2.05469 -4.39027 -3.28564 -0.577 0.837 -1.654 -0.182
O -1.08121 -4.62162 -2.29358 0.985 0.425 1.454 -0.201
S -0.40535 -3.18771 -1.81437 -2.050 -0.577 -2.370 0.707
O 0.92559 -3.43371 -1.32465 -1.366 0.240 -1.019 -0.214
O -1.33004 -2.40231 -1.03598 0.984 -0.942 -0.422 -0.228
O -0.52254 -2.62934 -3.35988 0.905 0.363 0.201 -0.248
H -2.13174 -2.67767 -4.75393 -0.092 0.383 0.175 0.105
H -0.83369 -3.92907 -5.07707 -0.170 1.016 0.859 0.142
H -2.34567 -5.31729 -3.78577 0.549 -0.082 0.247 0.133
H -2.96385 -3.99293 -2.86186 -0.218 0.412 0.334 0.104